# 1
{"formula": "C36H33N7OPbS", "method": "ωB97M-V/def2-TZVPD", "gap_ev": 6.8, "energy_ha": -2441.24062, "e_above_lowest_kj_mol": 30.11, "elements": ["Pb", "N", "C", "S", "N", "N", "C", "C", "C", "C", "C", "C", "N", "H", "H", "H", "H", "H", "H", "H", "N", "C", "C", "C", "C", "C", "C", "C", "C", "C", "C", "C", "C", "H", "H", "H", "H", "H", "H", "H", "H", "H", "H", "N", "C", "C", "C", "C", "C", "C", "C", "C", "N", "C", "H", "H", "H", "H", "H", "H", "H", "H", "C", "C", "O", "C", "C", "C", "C", "C", "C", "H", "H", "H", "H", "H", "H", "H", "H"], "positions_angstrom": [[0.478, -0.323, 0.565], [2.872, -1.132, 4.339], [2.627, -0.874, 3.040], [1.997, 0.669, 2.641], [3.028, -1.754, 2.160], [2.644, -1.592, 0.906], [3.335, -2.137, -0.039], [2.971, -1.931, -1.411], [3.800, -2.353, -2.462], [3.442, -2.046, -3.759], [2.253, -1.361, -3.988], [1.483, -1.005, -2.892], [1.834, -1.266, -1.650], [2.474, -0.517, 5.027], [3.111, -2.074, 4.601], [4.245, -2.692, 0.186], [4.711, -2.894, -2.246], [4.084, -2.331, -4.583], [1.931, -1.113, -4.987], [0.535, -0.496, -3.010], [-0.883, 1.558, 1.746], [-2.206, 1.191, 2.032], [-3.252, 1.994, 1.589], [-4.569, 1.662, 1.850], [-4.856, 0.511, 2.562], [-3.822, -0.300, 2.987], [-2.485, 0.015, 2.739], [-1.475, -0.954, 3.222], [-1.631, -1.405, 4.534], [-0.876, -2.448, 5.033], [-0.001, -3.100, 4.185], [0.190, -2.620, 2.901], [-0.487, -1.512, 2.388], [-0.825, 2.435, 1.240], [-0.273, 1.545, 2.555], [-3.022, 2.893, 1.036], [-5.369, 2.305, 1.512], [-5.878, 0.234, 2.771], [-4.039, -1.212, 3.526], [-2.335, -0.906, 5.188], [-0.973, -2.762, 6.065], [0.562, -3.958, 4.530], [0.912, -3.128, 2.278], [-2.834, -0.459, -0.878], [-2.671, -1.109, -2.061], [-3.434, -0.844, -3.186], [-3.204, -1.513, -4.390], [-2.196, -2.432, -4.515], [-1.391, -2.735, -3.402], [-0.324, -3.658, -3.442], [0.359, -3.954, -2.296], [-0.001, -3.296, -1.108], [-0.932, -2.380, -1.048], [-1.635, -2.090, -2.159], [-2.414, -0.880, -0.066], [-3.628, 0.139, -0.736], [-4.229, -0.114, -3.119], [-3.840, -1.293, -5.236], [-2.015, -2.949, -5.447], [-0.060, -4.118, -4.386], [1.176, -4.663, -2.297], [0.508, -3.515, -0.181], [1.525, 3.204, -1.449], [0.071, 3.573, -1.557], [-0.732, 3.264, -0.702], [-0.347, 4.361, -2.743], [-1.695, 4.361, -3.100], [-2.147, 5.143, -4.145], [-1.258, 5.948, -4.840], [0.086, 5.947, -4.502], [0.543, 5.153, -3.466], [1.659, 2.468, -0.658], [2.098, 4.093, -1.193], [1.896, 2.812, -2.393], [-2.375, 3.737, -2.541], [-3.190, 5.130, -4.422], [-1.610, 6.573, -5.649], [0.779, 6.567, -5.054], [1.590, 5.177, -3.204]], "atomic_forces_ev_per_a": [[-0.74, 0.39, -0.15], [0.07, -0.13, 0.08], [0.22, 0.60, -0.27], [0.05, 0.60, 0.16], [0.82, -1.32, 0.71], [0.07, 0.10, -0.82], [0.15, 0.03, 1.40], [-0.15, 0.21, -1.35], [-0.14, 0.03, 0.51], [-0.26, 0.13, -0.15], [0.24, -0.09, -0.06], [0.08, 0.11, -0.17], [0.56, -0.27, -0.08], [-0.01, -0.06, -0.07], [0.00, -0.04, -0.01], [-0.04, 0.02, 0.12], [0.05, 0.00, 0.02], [-0.04, -0.03, -0.01], [-0.03, 0.02, -0.08], [-0.08, 0.13, -0.09], [-0.13, 0.35, 0.27], [-0.25, -0.05, 0.14], [-0.07, 0.02, -0.11], [-0.02, 0.02, -0.04], [-0.14, -0.11, 0.00], [0.02, 0.15, 0.01], [-0.21, 0.09, -0.13], [0.27, -0.16, 0.02], [0.05, 0.14, 0.12], [0.05, -0.15, 0.09], [0.06, -0.08, 0.07], [-0.05, -0.10, -0.30], [0.05, 0.10, -0.02], [0.11, -0.12, -0.02], [-0.02, -0.01, 0.13], [0.08, 0.13, -0.05], [-0.02, 0.07, -0.05], [-0.11, 0.00, 0.02], [-0.02, -0.07, -0.01], [-0.11, 0.03, -0.01], [-0.09, 0.00, 0.00], [0.03, -0.06, 0.03], [0.11, -0.06, -0.01], [0.07, 0.08, 0.10], [-0.13, 0.09, -0.35], [0.06, 0.09, 0.46], [0.22, -0.17, -0.20], [-0.12, 0.03, -0.25], [-0.06, 0.25, 0.42], [0.06, -0.12, 0.23], [-0.11, -0.12, -0.27], [-0.23, -0.05, 0.01], [-0.04, -0.18, 0.39], [-0.06, -0.26, -0.63], [-0.08, -0.02, 0.16], [-0.02, -0.05, 0.08], [-0.06, 0.04, 0.00], [-0.02, 0.02, -0.07], [-0.02, 0.00, -0.09], [-0.02, -0.08, -0.04], [0.02, -0.04, 0.03], [0.16, -0.06, 0.15], [-0.06, -0.16, 0.25], [0.29, -0.10, 0.11], [-0.10, 0.02, -0.01], [-0.38, 0.32, -0.30], [0.10, -0.05, 0.11], [-0.04, -0.01, -0.06], [0.07, 0.01, -0.05], [0.02, 0.08, -0.15], [-0.05, -0.14, 0.15], [-0.01, 0.01, -0.02], [0.12, 0.08, -0.02], [0.08, 0.00, -0.07], [-0.07, -0.05, 0.08], [-0.10, -0.01, 0.01], [-0.02, 0.01, -0.05], [0.03, 0.03, 0.02], [0.12, -0.03, 0.02]], "mulliken_charge": [1.187, -0.371, 0.449, -0.529, -1.614, 1.232, -1.247, 1.157, -1.094, -0.290, -1.153, -0.426, 0.436, 0.221, 0.272, 0.313, 0.462, 0.418, 0.503, 0.770, -0.551, 0.512, -0.561, -0.784, -0.732, -0.726, 0.762, 0.202, -0.548, -0.834, -1.049, -0.425, 0.266, 0.019, 0.366, 0.402, 0.397, 0.405, 0.536, 0.512, 0.389, 0.457, 0.384, -0.036, -0.188, -0.700, -0.691, -1.043, 1.662, -0.854, -1.012, -0.064, -0.003, 0.390, -0.075, 0.213, 0.417, 0.394, 0.399, 0.398, 0.451, 0.365, -1.153, 0.667, -0.544, 0.535, -0.411, -0.544, -0.431, -0.676, -0.331, -0.008, 0.453, 0.402, 0.421, 0.391, 0.383, 0.384, 0.344]}

---

# 2
{"formula": "C20H45N2P3RhSSe", "method": "ωB97M-V/def2-TZVPD", "gap_ev": [6.2, 4.6], "total_charge": 3, "multiplicity": 5, "energy_ha": -4831.74311, "e_above_lowest_kj_mol": 34.03, "elements": ["Rh", "P", "P", "P", "H", "C", "C", "H", "C", "C", "C", "C", "C", "C", "C", "C", "C", "H", "H", "H", "H", "H", "H", "H", "H", "H", "H", "H", "H", "H", "H", "H", "H", "H", "H", "H", "H", "H", "H", "H", "H", "H", "H", "H", "H", "H", "C", "C", "C", "C", "C", "C", "Se", "H", "H", "H", "H", "H", "H", "C", "N", "C", "S", "N", "C", "H", "H", "H", "H", "H", "H", "H", "H"], "positions_angstrom": [[0.072, 0.571, 0.015], [0.759, -1.281, 1.357], [1.931, 0.254, -1.462], [-2.169, 0.358, 0.469], [-0.460, 2.011, -3.139], [-0.889, 2.631, -2.343], [-0.375, 2.634, -1.091], [0.563, 2.027, -0.946], [0.405, -2.942, 0.699], [2.552, -1.381, 1.810], [0.051, -1.352, 3.054], [1.870, 1.187, -3.028], [3.416, 1.008, -0.717], [2.268, -1.420, -2.031], [-3.394, 1.162, -0.614], [-2.549, 1.057, 2.110], [-2.851, -1.337, 0.481], [-1.662, 3.331, -2.654], [-0.621, 3.462, -0.411], [0.811, -3.736, 1.342], [0.835, -3.052, -0.302], [-0.676, -3.091, 0.613], [2.706, -2.180, 2.555], [2.915, -0.435, 2.250], [3.176, -1.620, 0.938], [0.491, -2.192, 3.613], [-1.033, -1.511, 3.026], [0.258, -0.430, 3.623], [2.864, 1.139, -3.496], [1.593, 2.233, -2.857], [1.142, 0.729, -3.706], [4.271, 0.763, -1.368], [3.615, 0.645, 0.297], [3.290, 2.101, -0.678], [3.016, -1.340, -2.833], [1.346, -1.861, -2.442], [2.658, -2.047, -1.221], [-4.371, 0.952, -0.179], [-3.344, 0.757, -1.634], [-3.275, 2.254, -0.640], [-3.637, 1.093, 2.243], [-2.154, 2.076, 2.200], [-2.136, 0.445, 2.920], [-3.936, -1.286, 0.667], [-2.392, -1.954, 1.262], [-2.701, -1.809, -0.498], [-2.008, -2.476, -3.683], [-1.988, -1.066, -3.553], [-2.886, -0.312, -4.299], [-3.706, -0.896, -5.263], [-3.683, -2.286, -5.441], [-2.784, -3.057, -4.710], [-0.887, -3.597, -2.601], [-1.897, -3.958, -1.558], [-1.277, -0.590, -2.866], [-2.977, 0.758, -4.111], [-4.402, -0.301, -5.860], [-4.395, -2.756, -6.126], [-2.702, -4.127, -4.921], [3.825, 1.611, 4.099], [2.954, 1.991, 3.001], [1.625, 1.897, 2.971], [0.870, 2.296, 1.472], [0.890, 1.655, 4.100], [1.354, 1.939, 5.471], [3.889, 2.415, 4.842], [4.824, 1.454, 3.681], [3.470, 0.677, 4.542], [3.364, 2.252, 2.110], [-0.111, 1.842, 3.948], [1.962, 2.856, 5.525], [0.492, 2.075, 6.123], [1.933, 1.083, 5.852]], "atomic_forces_ev_per_a": [[0.99, -0.88, 1.80], [0.53, -0.24, 1.27], [-0.05, 0.61, -0.76], [-1.53, -0.07, -0.34], [-0.51, 0.08, 0.46], [0.39, 0.15, 0.48], [-0.12, 1.20, -2.00], [-0.53, 1.92, -0.63], [0.05, -0.45, -0.01], [0.10, -0.22, 0.03], [-0.10, -0.27, 0.21], [0.20, -0.16, -0.17], [0.39, -0.33, -0.03], [0.59, -0.21, -0.14], [0.05, 0.33, 0.05], [-0.18, 0.01, 0.29], [-0.25, -0.08, 0.33], [0.08, -0.12, 0.15], [-0.03, -0.72, -0.05], [-0.09, 0.19, -0.15], [0.08, 0.04, 0.20], [0.12, 0.07, 0.13], [-0.10, 0.25, -0.29], [-0.30, -0.41, -0.27], [-0.14, 0.11, 0.22], [-0.12, 0.19, -0.21], [0.21, 0.05, -0.01], [-0.08, -0.48, -0.45], [-0.25, 0.07, 0.04], [0.26, -0.29, -0.07], [0.17, 0.08, 0.04], [-0.14, 0.18, 0.28], [-0.05, -0.01, -0.28], [-0.08, -0.36, -0.14], [-0.13, -0.32, 0.18], [0.36, 0.22, 0.14], [-0.08, 0.04, -0.29], [-0.14, -0.05, -0.14], [0.00, 0.13, 0.32], [0.10, -0.37, -0.04], [0.16, -0.02, -0.05], [-0.07, -0.23, -0.17], [0.00, 0.08, -0.23], [0.34, -0.07, -0.02], [-0.14, 0.13, -0.18], [0.01, 0.16, 0.13], [-0.34, 0.70, -1.33], [0.34, -0.64, 0.51], [0.05, 0.24, -0.09], [-0.35, -0.55, 0.21], [0.19, 0.42, -0.01], [-0.16, -0.71, 0.70], [-0.41, 0.43, -0.13], [0.08, -0.17, -0.43], [-0.44, -0.04, -0.06], [0.28, -0.20, -0.17], [0.29, -0.10, 0.33], [0.55, 0.09, 0.08], [-0.24, 0.29, 0.20], [0.79, 0.09, 0.17], [-1.07, -0.25, -0.42], [0.28, 0.28, 1.69], [-0.41, -0.08, -0.01], [0.00, 0.98, -1.44], [0.42, -0.22, 0.58], [0.10, -0.42, -0.17], [-0.21, -0.03, 0.16], [0.24, 0.21, -0.03], [0.02, 0.00, 0.32], [0.79, -0.28, 0.05], [-0.38, -0.37, -0.12], [-0.03, -0.06, -0.24], [-0.33, 0.50, -0.01]], "mulliken_spin": [1.822, 0.117, 0.185, 0.149, 0.022, 0.162, -0.042, 0.007, 0.065, 0.037, 0.025, 0.001, 0.014, -0.008, 0.019, 0.008, 0.009, -0.005, 0.003, 0.004, -0.015, -0.010, 0.005, -0.015, -0.002, 0.003, 0.000, -0.010, 0.001, 0.003, 0.007, 0.004, -0.001, 0.003, 0.004, 0.027, 0.004, 0.001, -0.007, 0.001, 0.006, 0.004, 0.002, 0.004, 0.008, 0.008, 0.021, -0.064, 0.034, 0.018, -0.004, -0.051, 0.971, 0.006, 0.052, 0.004, 0.000, 0.001, -0.009, 0.000, 0.030, 0.017, 0.324, 0.018, -0.001, 0.002, 0.000, 0.001, 0.002, -0.002, 0.001, 0.000, 0.001]}

---

# 3
{"formula": "C4H13N3", "method": "ωB97M-V/def2-TZVPD", "gap_ev": [2.8, 9.2], "total_charge": -1, "multiplicity": 2, "energy_ha": -324.38298, "e_above_lowest_kj_mol": 71.33, "elements": ["C", "N", "C", "C", "N", "C", "N", "H", "H", "H", "H", "H", "H", "H", "H", "H", "H", "H", "H", "H"], "positions_angstrom": [[-0.314, 0.451, 1.482], [0.232, -0.146, 0.292], [0.448, 0.782, -0.797], [1.048, 0.126, -2.049], [1.971, -0.954, -1.854], [-1.792, 0.166, 1.753], [-2.250, -1.176, 1.364], [-0.105, 1.521, 1.672], [0.279, 0.091, 2.341], [1.127, -0.584, 0.518], [1.022, 1.673, -0.505], [-0.518, 1.148, -1.177], [0.178, -0.224, -2.621], [1.430, 0.922, -2.722], [2.520, -1.261, -2.645], [2.681, -0.680, -1.177], [-2.336, 0.898, 1.148], [-2.106, 0.339, 2.780], [-1.628, -1.853, 1.784], [-1.887, -1.239, 0.413]], "atomic_forces_ev_per_a": [[0.92, -0.05, 2.20], [-0.02, 0.19, -0.14], [0.06, 0.08, -0.91], [-0.74, 0.59, -1.27], [0.59, -0.53, 1.32], [-0.36, 0.25, -0.75], [0.43, 0.30, -0.63], [-0.27, 0.09, -0.86], [-0.24, -0.57, -0.15], [-0.17, 0.01, -0.08], [0.11, -0.14, 0.15], [-0.02, 0.15, 0.43], [0.19, -0.40, 0.06], [0.07, 0.03, 0.46], [-0.32, 0.28, -0.64], [0.03, 0.04, 0.18], [-0.38, -0.19, 0.01], [0.39, 0.18, 0.25], [0.07, -0.17, 0.63], [-0.35, -0.16, -0.29]], "mulliken_spin": [1.281, -0.986, 0.233, 1.177, 0.766, -0.097, 0.167, 0.044, 0.032, -0.057, -0.360, -0.067, 0.081, 0.013, -0.403, -0.611, -0.069, -0.055, -0.135, 0.045]}